[1]
Here is C30H21F11KN2PS2 as an isolated structure at a distorted geometry from the OMol25 dataset. Energies are from the ωB97M-V functional and the def2-TZVPD basis.

Cartesian coordinates (Å):
K  2.0792  1.2373  -0.7643
C  2.3182  5.2573  -1.5886
C  2.8459  4.8607  -0.2531
N  2.6742  3.7083  0.3030
C  3.3081  3.6162  1.5212
C  3.9656  4.7468  1.8995
S  3.8007  5.9577  0.7025
C  3.2912  2.3537  2.2553
C  3.7873  2.1616  3.5114
S  3.7196  0.5061  3.9297
C  3.0294  0.1590  2.3768
N  2.8422  1.2084  1.6446
C  2.7635  -1.2394  1.9390
H  1.7882  4.4163  -2.0297
H  3.1340  5.5387  -2.2540
H  1.6417  6.1078  -1.4972
H  4.5692  4.9212  2.7746
H  4.1869  2.8928  4.1944
H  3.0098  -1.9485  2.7272
H  3.3722  -1.4572  1.0581
H  1.7167  -1.3650  1.6721
F  -7.5349  -1.4812  -1.9415
C  -7.1935  -0.5636  -1.0125
F  -7.6762  -1.0083  0.1671
F  -7.8491  0.5713  -1.3086
C  -5.7074  -0.3707  -0.9602
C  -5.1435  0.8879  -1.0618
C  -3.7624  1.0191  -1.0241
C  -2.9440  -0.0958  -0.8892
C  -3.5292  -1.3581  -0.7756
C  -4.9029  -1.4961  -0.8082
P  -1.1162  0.1621  -0.8305
C  -0.5212  -1.2682  -1.8104
C  -1.1462  -1.5164  -3.0363
C  -0.6662  -2.4988  -3.8796
C  0.4562  -3.2335  -3.5108
C  1.1060  -2.9773  -2.3179
C  0.6191  -1.9902  -1.4730
C  0.9386  -4.2945  -4.4569
F  -0.0163  -5.2259  -4.6719
F  1.2474  -3.7760  -5.6606
F  2.0253  -4.9373  -4.0029
C  -0.8261  -0.3330  0.9127
C  -0.9026  -1.6401  1.3980
C  -0.8061  -1.8904  2.7540
C  -0.6211  -0.8366  3.6413
C  -0.5237  0.4660  3.1755
C  -0.6269  0.7096  1.8159
C  -0.5048  -1.1313  5.1070
F  -1.4214  -2.0327  5.5053
F  0.7071  -1.6494  5.4074
F  -0.6627  -0.0326  5.8623
H  -5.7762  1.7568  -1.1789
H  -3.3139  2.0015  -1.1097
H  -2.9126  -2.2414  -0.6797
H  -5.3582  -2.4747  -0.7233
H  -2.0155  -0.9376  -3.3220
H  -1.1475  -2.6935  -4.8292
H  1.9925  -3.5377  -2.0543
H  1.1401  -1.7915  -0.5441
H  -1.0126  -2.4727  0.7157
H  -0.8693  -2.9033  3.1315
H  -0.3672  1.2774  3.8730
H  -0.5504  1.7253  1.4437
F  4.0001  0.0424  -1.1500
C  4.2007  1.0154  -2.2287
F  2.8593  0.9787  -2.8264
H  4.7918  0.4367  -2.9541

## Properties
**Net charge**: 0
**Calculated total energy**: -4101.5504 Ha
**E_LUMO**: -0.0134 Eh
**2S+1**: 1
**Kohn-Sham gap**: 5.8344 eV
**Relative energy (zero: lowest compared OMol25 entry of this formula, charge and spin)**: 13.8 kcal/mol
**M**: 752.70 g mol⁻¹

These are the Löwdin partial charges, in e, on atoms 1 to 5: atom 1 (K): 0.742, atom 2 (C): -0.063, atom 3 (C): -0.623, atom 4 (N): 0.036, atom 5 (C): -0.327

=====

[2]
Here is C30H22N5PSeTi as an isolated structure from the OMol25 dataset. Energies are from the ωB97M-V functional and the def2-TZVPD basis.

Cartesian coordinates (Å):
Ti  0.2667  -0.4057  1.2021
Se  5.2946  4.9587  -0.7728
N  5.2891  3.1941  -0.8814
C  4.1259  2.7823  -0.4401
C  3.7420  1.3878  -0.3784
C  4.5672  0.3389  -0.8126
C  4.1107  -0.9674  -0.7366
C  2.8556  -1.2154  -0.2185
N  2.0440  -0.2247  0.2143
C  2.4814  1.0746  0.1277
C  1.5549  2.1103  0.5423
N  0.3256  1.6943  0.9552
C  -0.5765  2.6219  1.3122
C  -0.3045  3.9808  1.2768
C  0.9402  4.4107  0.8590
C  1.9001  3.4622  0.4764
C  3.2191  3.8066  -0.0108
N  3.6561  5.0375  -0.1164
H  5.5490  0.5705  -1.2105
H  4.7215  -1.7928  -1.0758
H  2.4733  -2.2279  -0.1492
H  -1.5480  2.2723  1.6451
H  -1.0711  4.6847  1.5721
H  1.1888  5.4649  0.8135
N  -1.5276  -0.2900  -0.0069
C  -2.5341  -1.3705  -0.0701
C  -3.8441  -1.0983  -0.3972
C  -4.7397  -2.1633  -0.5123
C  -4.3267  -3.4760  -0.3140
C  -3.0120  -3.7468  0.0286
C  -2.1147  -2.6818  0.1711
P  -0.4608  -2.8967  0.7294
C  -0.2199  -2.3001  2.3873
C  -1.2309  -1.4364  2.8914
C  -0.9034  -0.2466  3.5244
C  0.4454  0.1211  3.6789
C  1.4532  -0.8164  3.3959
C  1.1301  -2.0080  2.7426
C  0.4547  -4.3114  0.2727
C  0.5657  -4.6084  -1.1000
C  1.2176  -5.7625  -1.4828
C  1.7552  -6.6115  -0.5138
C  1.6426  -6.3165  0.8444
C  0.9962  -5.1659  1.2511
H  -2.0271  0.5893  0.1464
H  -1.1341  -0.1781  -0.9506
H  -4.1792  -0.0874  -0.6006
H  -5.7689  -1.9588  -0.7794
H  -5.0339  -4.2881  -0.4196
H  -2.6874  -4.7663  0.1991
H  -2.2703  -1.6751  2.6896
H  -1.6869  0.4283  3.8521
H  0.7042  1.0875  4.0955
H  2.4899  -0.5781  3.6067
H  1.9269  -2.6667  2.4129
H  0.1282  -3.9602  -1.8514
H  1.3007  -6.0141  -2.5316
H  2.2564  -7.5210  -0.8202
H  2.0410  -7.0007  1.5817
H  0.8699  -4.9640  2.3084

## Properties
**Net charge**: +4
**Calculated total energy**: -5021.0087 Ha
**E_LUMO**: -0.5291 Eh
**2S+1**: 1
**Kohn-Sham gap**: 4.7854 eV
**Relative energy (zero: lowest compared OMol25 entry of this formula, charge and spin)**: 0.0 kcal/mol
**M**: 610.34 g mol⁻¹

These are the Löwdin partial charges, in e, on atoms 1 to 5: atom 1 (Ti): 1.082, atom 2 (Se): 1.358, atom 3 (N): -0.183, atom 4 (C): -0.335, atom 5 (C): -0.039

=====

[3]
Here is C30H22NO2STeV as an isolated structure from the OMol25 dataset. Energies are from the ωB97M-V functional and the def2-TZVPD basis.

Cartesian coordinates (Å):
V  -0.5253  0.2712  -0.1238
C  0.4845  0.6716  4.1344
C  -0.1412  -0.4699  4.6234
C  -0.7458  -1.3548  3.7486
C  -0.7197  -1.1021  2.3761
C  -0.1101  0.0622  1.8687
C  0.4897  0.9341  2.7710
C  -1.3016  -2.0391  1.3928
C  -1.9930  -3.2235  1.7392
C  -2.4799  -4.0334  0.7604
C  -2.2946  -3.7064  -0.6038
C  -2.7698  -4.5029  -1.6678
C  -2.5605  -4.1206  -2.9629
C  -1.8613  -2.9287  -3.2461
C  -1.3870  -2.1404  -2.2348
C  -1.6032  -2.5155  -0.8926
N  -1.1348  -1.7147  0.1134
H  0.9593  1.3611  4.8216
H  -0.1562  -0.6702  5.6866
H  -1.2227  -2.2403  4.1495
H  0.9679  1.8358  2.4063
H  -2.1416  -3.4787  2.7769
H  -3.0160  -4.9395  1.0165
H  -3.3025  -5.4182  -1.4406
H  -2.9274  -4.7318  -3.7763
H  -1.6934  -2.6335  -4.2731
H  -0.8302  -1.2378  -2.4692
O  0.1361  0.8752  -3.6186
C  -0.2263  1.4209  -2.5990
O  0.3898  1.2277  -1.4355
C  -1.3918  2.3700  -2.6167
C  -1.5553  3.0946  -3.7992
C  -2.5907  3.9923  -3.9543
C  -3.5047  4.1563  -2.9195
C  -3.3720  3.4278  -1.7546
C  -2.3153  2.5272  -1.5739
S  -2.2973  1.7014  -0.0011
H  -0.8412  2.9281  -4.5943
H  -2.6906  4.5550  -4.8727
H  -4.3279  4.8516  -3.0239
H  -4.0905  3.5460  -0.9538
C  3.4820  -1.1118  -1.2251
Te  3.2432  0.8413  -0.3705
C  5.0381  0.3430  0.6993
C  5.6852  -0.7731  -0.0818
C  7.0185  -1.1187  0.1215
C  7.5998  -2.1493  -0.5991
C  6.8469  -2.8488  -1.5330
C  5.5190  -2.5122  -1.7387
C  4.9299  -1.4761  -1.0193
H  3.2080  -1.0810  -2.2775
H  2.8251  -1.8140  -0.7113
H  4.7881  0.0257  1.7114
H  5.6817  1.2185  0.7590
H  7.6062  -0.5671  0.8459
H  8.6400  -2.4018  -0.4386
H  7.2965  -3.6496  -2.1057
H  4.9320  -3.0524  -2.4723

## Properties
**Net charge**: 0
**Calculated total energy**: -2971.9069 Ha
**E_LUMO (alpha / beta)**: -0.0361 / -0.0373 Eh
**2S+1**: 3
**<S²>**: 2.021
**Kohn-Sham gap (alpha / beta)**: 6.5945 / 6.6069 eV
**Relative energy (zero: lowest compared OMol25 entry of this formula, charge and spin)**: 0.0 kcal/mol
**M**: 639.12 g mol⁻¹

These are the Löwdin partial charges, in e, on atoms 1 to 5: atom 1 (V): 0.709, atom 2 (C): -0.076, atom 3 (C): -0.081, atom 4 (C): -0.036, atom 5 (C): -0.197